The following is a quantum chemistry calculation of a cluster of 6 separate species, C49H63BClFN5O13 in total, from the OMol25 dataset.

The geometry in XYZ format:
```
133
Properties=species:S:1:pos:R:3:mulliken_charge:R:1
Cl -2.41450 2.60613 2.56680 -0.56
F 1.74962 0.22563 3.41146 -0.14
O -2.61092 0.31896 3.97755 -0.55
O -2.55461 -3.41031 4.31058 -0.56
O -3.65773 1.30655 -1.24419 -0.55
O 1.62308 4.43191 -3.80078 -0.65
O 1.29572 2.51073 -2.86324 -0.65
O 1.20552 0.35989 5.61287 -0.65
O 5.00422 6.26308 -10.44473 -0.61
O 1.97248 -0.94335 11.90563 -0.61
O 0.92776 -2.49935 -4.44507 -0.55
O 1.36833 -2.99602 12.22428 -0.62
O -4.30982 2.71954 -2.74836 -0.64
O 5.72651 7.50256 -8.82640 -0.60
O -0.81237 -3.26406 -5.47575 -0.62
N 1.45992 3.71779 -2.81861 1.13
N 1.55886 -2.02311 11.50750 1.00
N 0.18630 -2.56316 -5.41299 1.01
N 5.09929 6.54697 -9.25958 1.00
N -4.52482 1.90562 -1.85985 1.02
C 1.27069 -1.23256 7.85839 -0.38
C 1.34670 4.16228 0.89343 -0.20
C 3.79041 5.19209 -6.02523 -0.33
C 1.51685 -1.08796 9.22042 -0.47
C -7.52665 0.43994 -0.17653 -0.62
C -2.13479 -0.90264 4.56804 0.57
C 0.78585 -2.43963 7.36369 -0.31
C -6.20144 0.72069 -0.49127 0.08
C 3.70338 4.57583 -8.74543 -0.45
C 4.41169 5.68715 -8.29396 0.02
C 0.02794 -1.00742 -8.81335 -0.45
C -2.15728 0.12464 0.85850 0.26
C 1.31804 3.56196 -0.35996 0.01
C -2.03852 -1.18946 -0.08589 -0.45
C 3.07963 -2.32858 -0.41226 -0.56
C 1.64678 -3.24127 2.66768 1.43
C 3.18284 -3.16744 2.14510 -0.85
C 0.89066 -1.00759 -0.76638 1.01
C 0.52187 -1.74512 -6.58052 0.11
C -4.12366 -1.88200 3.03075 -0.78
C 1.27757 -2.16207 10.07699 -0.06
C 1.67304 -0.96093 -6.56049 -0.25
C -6.94387 2.25671 -2.21248 -0.53
C -8.26612 1.96790 -1.89301 -0.44
C -0.30691 -1.77001 -7.69959 -0.42
C 2.39548 -1.19076 -1.33142 -0.28
C 1.51710 5.53897 1.00256 -0.47
C -8.55581 1.05931 -0.87922 -0.39
C -1.66536 -0.88438 -1.61225 -0.92
C 1.18218 -0.22977 -8.80394 -0.44
C 3.03441 3.77418 -7.82665 -0.33
C 1.16714 -5.87644 2.42659 -0.53
C -3.21030 -2.09973 4.32130 0.17
C 0.89709 0.69970 4.43903 0.60
C 3.07493 4.08497 -6.47035 -0.57
C 0.02684 -5.60713 1.31088 -0.53
C 1.65369 6.32319 -0.14002 -0.53
C 1.46562 4.35140 -1.49944 -0.26
C -5.91878 1.62516 -1.51191 -0.04
C -0.35723 1.64845 4.25033 -0.37
C -0.13936 -0.45686 -1.85636 0.68
C 1.36693 -4.64026 3.43438 -0.68
C 0.78504 -3.37024 9.58777 -0.39
C 0.53917 -3.50493 8.22565 -0.55
C 3.25160 -1.90175 1.12209 0.34
C -0.96925 0.26510 1.92926 1.16
C 1.62889 5.73122 -1.39777 -0.38
C 2.00175 -0.20372 -7.67962 -0.61
C 4.46478 5.99795 -6.93624 -0.40
B -1.54986 1.06299 3.27644 0.59
H -2.10671 -0.76121 5.70946 0.15
H 1.44481 0.35844 -9.67820 0.39
H 3.84383 -2.92626 3.05526 0.37
H -1.09149 -1.22779 4.24418 -0.58
H 5.01867 6.85781 -6.57679 0.43
H -2.38798 -0.09845 -2.02451 0.27
H 2.42222 -1.19197 1.47150 -0.52
H 0.59990 -2.04006 -0.34198 -0.29
H -4.98406 -2.65264 3.10318 0.41
H 0.15830 -4.44223 7.83377 0.41
H -3.89074 -2.11879 5.24985 0.32
H -2.07902 1.03612 0.16341 0.39
H 0.01077 2.62561 3.75395 0.16
H 2.28585 -1.65893 -2.38085 0.01
H 2.29816 -4.85002 4.06474 0.31
H 2.98571 -0.21518 -1.36476 0.23
H 0.18639 -0.90306 -2.88175 -0.51
H 2.37750 -3.23985 -0.46722 0.08
H -6.73093 2.96615 -3.00411 0.44
H 1.73913 6.35220 -2.27980 0.43
H -1.20697 -2.37415 -7.72026 0.45
H 2.13314 -6.12580 1.87010 0.27
H -0.81790 1.98199 5.25098 0.21
H -0.38143 -6.62014 0.95161 0.36
H 2.47710 2.90801 -8.16759 0.50
H 0.43288 -4.99979 0.43538 0.09
H 1.89445 -0.14301 9.59427 0.45
H 1.18424 2.48762 -0.43163 0.51
H -0.08053 0.67958 -1.99549 0.00
H 3.50632 -4.11039 1.58973 0.21
H 4.09733 -2.60967 -0.87507 0.39
H 1.49087 -2.41612 3.44585 -0.29
H -9.58941 0.83204 -0.63615 0.37
H 4.23681 -1.33839 1.27398 0.44
H 3.66144 4.32496 -9.79949 0.42
H -0.19580 0.99103 1.47327 -0.58
H 0.48524 -4.57543 4.15702 0.22
H 2.31966 -0.93215 -5.69048 0.47
H -1.86870 -1.83520 -2.22962 0.33
H 0.59181 -4.20832 10.24798 0.43
H 0.59979 -2.55100 6.29936 0.42
H 0.84565 -6.78662 3.03502 0.36
H -3.09106 -1.66953 -0.09361 0.43
H 2.89970 0.40536 -7.67684 0.50
H 1.45911 -0.40423 7.17705 0.80
H 0.97376 -0.26482 0.11238 -0.70
H -3.55584 -2.14555 2.07689 -0.12
H 1.54443 6.00370 1.98336 0.40
H 3.81943 5.42835 -4.96709 0.40
H -0.60892 -1.02170 -9.69134 0.37
H -7.75796 -0.26510 0.61470 0.40
H 1.78313 7.39637 -0.04865 0.37
H -1.35758 -1.94661 0.42940 -0.01
H -9.07236 2.44907 -2.43662 0.36
H 2.54543 3.46200 -5.75708 0.52
H 1.23887 3.55616 1.78673 0.23
H -2.24442 -3.61874 3.40448 0.26
H -5.40765 0.22915 0.06173 0.46
H -0.44312 -0.71252 2.19508 -0.98
H -4.62902 -0.86259 2.97152 0.25
H -3.19397 0.12872 1.32685 -0.47
H 0.92896 -3.04752 1.80462 -0.78
H -0.87145 -5.02601 1.73352 -0.04
```

Properties
HOMO energy (Eh): -0.210
Orbital gap (Eh): 0.2351
E_tot (Eh): -3741.3321
Net charge: -1


The following is a quantum chemistry calculation of a structure of composition C49H71ClGeN7O3SeTeW, from the OMol25 dataset.

The geometry in XYZ format:
```
135
Properties=species:S:1:pos:R:3:lowdin_spin:R:1
W -1.69844 -0.02911 -0.23151 0.00
Te -4.31390 -0.61935 -1.02551 0.00
Se 0.56802 0.25702 -1.00432 0.00
Ge 1.86746 -0.19832 1.30703 0.00
Cl -1.32092 -5.87733 -2.72706 0.02
O -1.66249 1.01809 1.23246 0.00
O -1.47109 -1.61609 0.53607 0.00
O 2.84057 -1.49361 0.74930 0.00
N 3.56834 2.24561 1.58598 0.00
N -2.75621 3.69178 -2.43362 0.00
N -2.25916 1.85545 -1.41745 0.00
N -1.75871 -0.52845 -2.45777 0.00
N 3.17066 3.25282 -0.27188 0.00
N -1.51216 -1.02173 -5.17321 0.00
N -2.45580 2.83992 -3.42771 0.00
C 2.25530 5.42043 0.71279 0.00
C 5.25450 -1.67517 0.91369 0.00
C -5.60276 -1.21969 1.75387 0.00
C -1.83981 0.45709 -3.36027 0.00
C -0.05568 -5.55253 -5.06479 -0.01
C -6.35397 -1.99268 2.63370 0.00
C 3.79935 -3.61133 0.26805 0.01
C 3.04782 3.48960 1.94002 0.00
C -2.90508 2.78644 2.40064 0.00
C 0.92761 3.58465 -2.47069 0.00
C 1.73682 -3.98419 -5.44857 -0.01
C 2.24661 5.36143 3.14228 0.00
C 3.35499 3.63327 -1.67679 0.00
C -1.58201 -2.84987 1.35869 0.00
C 2.78326 4.08517 3.16626 0.00
C 4.32921 1.38055 2.48247 0.00
C -1.54571 2.14854 2.17663 0.00
C -1.60191 -1.77003 -2.91418 0.01
C -0.09724 -5.16928 -3.74216 0.12
C 0.86580 -4.96238 -5.92595 0.15
C 2.33772 3.02540 -2.62359 0.00
C -0.51177 3.08313 1.57606 0.00
C -5.85051 -2.96848 0.07624 0.00
C -2.37745 -3.85712 0.55770 0.00
C -1.46975 -2.00123 -4.27860 0.00
C -0.15427 -3.30227 1.60189 0.00
C -5.33220 -1.72265 0.47876 0.00
C 5.82813 1.65940 2.51855 0.00
C 2.78810 4.13744 0.73707 0.00
C 4.09837 -1.63490 -1.29167 0.00
C 4.01835 -2.11308 0.14883 0.00
C -5.12186 0.11435 2.24431 0.00
C 6.35102 4.10353 1.92876 0.00
C 1.98794 6.01830 1.93327 0.00
C -2.15424 1.74886 -2.78154 0.00
C 0.79108 5.02505 -2.95391 0.00
C -6.85073 -3.23757 2.28017 0.00
C 1.69917 -3.60918 -4.12593 0.11
C -2.64432 3.11161 -1.24456 0.00
C -6.59258 -3.70024 0.99445 0.00
C -5.68173 -3.53231 -1.31199 0.00
C -2.27300 -2.42965 2.63962 0.00
C 0.78508 -4.18916 -3.20820 0.05
C -7.65595 -4.04908 3.25419 0.00
C -1.71439 0.20623 -4.71563 0.00
C 0.72264 -3.78419 -1.87079 0.48
C 3.64087 2.08687 0.23411 0.00
C -1.04931 1.53834 3.47724 0.00
C 6.24768 3.04472 3.02304 0.00
H 2.44843 -3.52266 -6.11971 0.00
H 2.33990 1.94362 -2.47351 0.00
H -3.33730 -3.44267 0.26582 0.00
H 6.69065 5.05407 2.33977 0.00
H -1.73594 0.75991 3.81467 0.00
H 3.32960 4.72221 -1.71826 0.00
H 5.15361 -1.88396 1.98023 0.00
H -1.78437 1.01758 -5.42941 0.00
H -6.55958 -1.59998 3.62427 0.00
H -4.63125 -3.61984 -1.59647 0.00
H 0.39760 2.53316 1.33268 0.00
H 6.23425 1.49996 1.51500 0.00
H 2.92213 -3.92820 -0.29773 0.01
H 3.90264 1.46037 3.48532 0.00
H 5.45003 -0.61487 0.75347 0.00
H -0.04870 1.12081 3.36421 0.00
H -2.57305 -4.72412 1.19047 0.00
H 4.66652 -4.14633 -0.11946 0.00
H -2.75594 3.75426 2.88081 0.00
H 0.38110 -2.58349 2.22481 0.00
H -3.30042 -2.12536 2.44090 0.00
H 3.20086 -1.91493 -1.84018 0.00
H -8.52568 -3.48803 3.59781 0.00
H -0.16822 -4.25374 2.13386 0.00
H -2.85506 3.61190 -0.31816 0.00
H 2.38349 -2.85427 -3.76022 0.00
H 2.68636 3.19833 -3.64557 0.00
H 0.89908 -5.26601 -6.96296 0.01
H 0.00574 -4.25046 -1.21504 0.03
H -6.99399 -4.65959 0.68961 0.00
H 5.39941 4.28624 1.42832 0.00
H -0.74328 -6.30487 -5.42553 0.00
H 4.19824 0.35442 2.13154 0.00
H 0.25182 2.95055 -3.04934 0.00
H -8.00555 -4.97675 2.80572 0.00
H 0.61220 3.49963 -1.42202 0.00
H 4.35975 3.32497 -1.95933 0.00
H 1.13196 5.12299 -3.98562 0.00
H -7.06214 -4.29951 4.13442 0.00
H -3.46957 2.93867 1.48476 0.00
H 7.22491 2.95242 3.49923 0.00
H 0.38825 -3.43510 0.66739 0.00
H 4.96015 -2.08348 -1.78763 0.00
H 5.56433 3.37543 3.81185 0.00
H 3.00201 3.58877 4.10243 0.00
H -6.16976 -2.90266 -2.05819 0.00
H 3.66813 -3.88800 1.31462 0.00
H -0.86092 3.57543 0.66773 0.00
H -4.57598 -0.00720 3.18308 0.00
H -4.47101 0.59913 1.52295 0.00
H -6.13162 -4.52116 -1.37055 0.00
H 7.07170 3.79463 1.16928 0.00
H -0.24620 5.36179 -2.92016 0.00
H -3.51756 2.17440 3.05613 0.00
H -1.01552 2.31334 4.24355 0.00
H 1.31428 -2.96577 -1.48563 0.03
H 4.20544 -0.54871 -1.31206 0.00
H -2.28923 -3.27539 3.32736 0.00
H 1.37436 5.72112 -2.35068 0.00
H 6.25603 0.88367 3.15893 0.00
H 1.58459 7.02181 1.95462 0.00
H 2.06635 5.94466 -0.21401 0.00
H -0.25234 3.85626 2.30063 0.00
H -1.84023 -4.19454 -0.32844 0.00
H 2.03880 5.86846 4.07490 0.00
H -1.72175 -1.61415 3.11494 0.00
H 6.11808 -2.22716 0.54101 0.00
H -5.96418 0.78039 2.44211 0.00
H -3.04544 4.63567 -2.64513 0.00
H -1.32860 -3.00893 -4.64773 0.00
H -1.58768 -2.57795 -2.19695 0.01
```

Properties
Energy above the lowest of the compared OMol25 structures with the same formula, charge and spin (kcal per mole): 20.4
HOMO energy (spin up / spin down) (Eh): -0.428 / -0.461
Orbital gap (spin up / spin down) (Eh): 0.1929 / 0.2257
E_tot (Eh): -7791.9925
Net charge: +2
Multiplicity: 2


The following is a quantum chemistry calculation of a structure of composition C49H73N6O6P3PdSSe, from the OMol25 dataset.

The geometry in XYZ format:
```
140
Properties=species:S:1:pos:R:3:mulliken_charge:R:1
Pd 1.61891 -0.66058 -1.24932 1.09
Se -1.55742 0.15938 -0.98629 0.47
S 1.22654 -1.77668 0.81142 -0.32
P 0.70525 -2.31262 -2.43084 1.63
P 0.73945 1.77790 1.71430 -1.30
P 3.51344 1.29796 0.46180 -0.13
O 4.46014 0.03758 0.61254 -0.32
O 0.35702 1.80416 3.23711 -0.32
O 4.36468 2.58812 0.37075 -0.32
O 2.65130 1.21568 -0.77009 -0.08
O -0.07744 0.84870 0.87366 0.85
O 0.63395 3.20479 1.09491 -0.10
N 1.52597 -2.07697 -3.88133 0.19
N 3.50399 -3.32470 0.45180 0.40
N 2.73625 -3.29424 2.46026 0.17
N -4.07319 1.23221 -1.75461 1.47
N 1.84396 0.11572 -3.21909 0.79
N -4.26895 -0.62594 -0.55393 1.58
C -2.07219 -2.93737 -2.49380 -0.63
C 2.60180 0.88549 -5.76294 -0.52
C -1.07425 -2.00178 -2.80108 0.54
C -6.76478 -0.82931 -0.64985 -0.94
C 2.11630 1.40902 -3.48943 -1.02
C -3.88213 -2.66313 2.65835 -0.41
C 1.44470 -4.92991 -2.99081 -0.58
C -1.41710 -0.87200 -3.57440 -0.73
C -1.55039 0.51060 3.94982 -1.40
C 5.54167 4.59655 0.94171 -1.43
C -6.50798 1.61689 -2.19759 -1.22
C 0.91540 4.58299 1.56243 0.74
C -3.96433 -1.79164 0.29442 -1.17
C 0.30382 -5.94408 -0.66702 -1.01
C -0.41878 5.25508 1.79453 -1.27
C 6.84524 -0.37051 0.62961 -1.56
C 2.54130 -2.80933 1.22505 -0.36
C 4.33606 -4.13697 1.20041 -0.68
C 5.66409 -0.05647 -0.25677 0.70
C 0.84556 -4.06212 -2.07405 0.87
C 3.84890 -4.12244 2.45620 -0.40
C 1.82534 4.65444 2.76792 -0.46
C -7.83721 -0.17478 -1.16858 -0.79
C 5.43261 -1.10925 -1.32605 -1.14
C 0.88727 -6.80374 -1.59087 -0.78
C -3.68131 -1.65300 -3.75022 -0.50
C 1.90163 -3.00122 3.62143 -0.82
C -1.01463 1.91008 3.74359 1.89
C -4.50228 -4.01902 2.33638 -1.38
C 2.48923 1.32408 1.94313 -0.41
C -5.37485 0.95073 -1.67552 0.93
C -5.50182 -0.24676 -0.90205 1.02
C -3.34372 0.25619 -1.08885 -1.54
C 1.46227 -6.29493 -2.74580 -0.78
C -3.51765 2.44372 -2.38791 -1.29
C 2.29396 -0.43584 -5.50447 -1.16
C 1.90381 -0.77812 -4.21740 -0.02
C 2.49217 1.82770 -4.74316 -1.01
C 5.55165 3.09821 1.11253 0.91
C 5.57118 2.64693 2.55600 -1.33
C -7.71055 1.04206 -1.93354 -0.87
C -3.09146 3.63392 -0.12961 0.51
C -4.03042 3.08574 0.94470 -1.06
C -3.73332 3.68317 -1.51956 -1.01
C -4.36233 -1.53647 1.74430 -0.22
C -3.36173 -2.75832 -2.96306 -1.21
C -2.71003 -0.71101 -4.05326 -0.83
C -0.95548 2.71492 5.02109 -1.67
C 0.28258 -4.58026 -0.90212 -0.51
H -0.66413 -0.13876 -3.83405 0.41
H 5.79112 0.91096 -0.74264 0.49
H 1.88164 -1.92792 3.80226 0.26
H -2.58579 0.56269 4.28940 0.54
H 7.00651 0.39652 1.38462 0.33
H -3.93058 -0.58377 2.05617 0.04
H 2.32483 -3.50744 4.48344 0.39
H 2.34282 -1.18971 -6.27831 0.54
H 6.69502 -1.32559 1.13562 0.34
H -4.11364 -3.51010 -2.75839 0.55
H 2.03801 2.09156 -2.65815 0.64
H 1.93133 -6.95917 -3.45879 0.48
H 3.62196 -3.08228 -0.51878 0.03
H -1.82690 -3.83344 -1.94025 0.66
H -6.42287 2.52892 -2.77076 0.56
H 4.18488 -4.62579 3.34576 0.57
H 2.83204 4.31475 2.53301 -0.50
H -5.44782 -1.43851 1.82323 0.49
H 1.93226 -4.56728 -3.88507 0.38
H 4.70299 5.04843 1.47188 0.25
H -4.20030 -4.76481 3.06961 0.44
H -0.57637 3.72048 4.84579 0.37
H 2.52998 0.35485 2.43748 0.45
H -0.15594 -3.91811 -0.16673 0.60
H -1.09041 5.06891 0.95747 0.06
H -3.54117 3.03696 1.91598 0.27
H -4.80781 3.85609 -1.41181 0.47
H -4.20156 -4.39597 1.35590 0.29
H 2.70618 2.87205 -4.91622 0.53
H -2.46316 2.24429 -2.56508 0.53
H -2.94636 0.13382 -4.68741 0.57
H -0.13211 -6.34090 0.24014 0.50
H -1.49764 -0.06702 3.02469 -0.01
H 6.54246 2.90127 2.98089 0.47
H 5.69842 -2.10747 -0.97105 0.28
H 1.41193 5.02673 0.70053 0.39
H 1.90297 5.69778 3.07476 0.63
H -4.12877 -2.38732 3.68460 0.48
H 6.07092 -0.90437 -2.18558 0.45
H -5.59246 -3.96832 2.36017 0.33
H 5.44316 1.56784 2.65944 0.31
H -2.15446 3.06179 -0.15817 -0.47
H 2.91311 1.18267 -6.75573 0.48
H 5.17678 -4.65711 0.77735 0.57
H 1.43142 4.09109 3.61300 0.06
H -1.95201 2.79823 5.45479 0.44
H 4.81725 3.16251 3.15137 0.29
H -4.67927 -1.55006 -4.15816 0.58
H -2.80044 4.64734 0.14761 0.63
H -8.61648 1.50175 -2.30630 0.49
H 7.74816 -0.44534 0.02268 0.44
H -0.27671 6.33191 1.88162 0.55
H -8.83191 -0.57007 -1.00930 0.49
H -4.01559 2.55550 -3.35094 0.59
H 6.46389 5.00772 1.35241 0.44
H -4.90336 3.73002 1.05593 0.46
H -0.97201 -0.00108 4.72048 0.33
H -4.39822 2.08091 0.71699 -0.06
H -2.78915 -2.72345 2.60934 0.13
H -6.87230 -1.74012 -0.07879 0.60
H 2.88553 2.06845 2.63396 0.50
H -3.34909 4.52247 -2.10125 0.45
H 5.48677 4.86859 -0.11062 0.38
H -2.89292 -1.97086 0.21324 -0.03
H 0.88832 -3.36050 3.45299 0.32
H 0.89826 -7.86983 -1.40764 0.48
H 4.39617 -1.09766 -1.67473 0.01
H -0.30790 2.22139 5.74641 0.38
H -4.49235 -2.64279 -0.13496 0.47
H -0.88436 4.90023 2.71613 0.23
H 1.39405 -2.71831 -4.65175 0.44
H 6.40089 2.67562 0.57476 0.31
H -1.59936 2.43887 2.98661 -0.65
```

Properties
HOMO energy (spin up / spin down) (Eh): -0.630 / -0.630
Orbital gap (spin up / spin down) (Eh): 0.1672 / 0.1672
E_tot (Eh): -6641.5322
Net charge: +4


Question: Number 3 is which compound?
Answer: C49H73N6O6P3PdSSe